(1)
Density functional theory data (ωB97M-V/def2-TZVPD) for a cluster of 11 separate species, C15H33F2N9O24 in total in a non-equilibrium geometry.

ORCA input file:
```
! RIJCOSX wB97M-V def2-TZVPD def2/J DEFGRID3
* xyz 0 1
O 0.80482 2.14352 -3.74718
C -3.75694 3.81337 0.46363
H 0.53109 -5.84872 1.96423
C 1.67681 -1.92572 -0.69787
O 3.26315 0.19635 4.23976
H -0.39028 -3.70947 -1.82767
O 1.81219 5.91694 -0.12825
H 5.85373 -3.06078 -4.14848
H 1.06594 3.75293 4.27704
H -3.05183 2.97827 -1.31924
N 0.11657 2.76158 2.64603
C -0.27000 -4.75054 -1.55167
N 2.39598 4.84696 -0.08315
C 1.86425 3.71899 -0.91211
H -0.86761 -5.04635 2.49988
H 0.16789 -5.28066 -2.39399
H 4.19660 -1.30681 1.68035
F -1.06165 -1.24018 0.81644
H 1.86223 4.12036 -1.92142
C -2.64824 3.07407 -0.30897
C 1.21219 3.62435 3.21271
H -2.43437 2.08626 0.09400
O 1.49026 -0.68777 -1.21874
O -0.25776 0.35647 -3.23155
O -0.78820 2.46109 3.38780
H 0.12068 -4.28671 1.26819
H 4.24264 -3.31604 -3.47242
H 1.13305 4.54773 2.64234
C 0.24497 -0.93473 0.79852
F -3.94167 3.39903 1.73444
O -4.95021 0.08451 2.20438
C -1.03246 1.63094 -5.03282
H 1.01179 0.92255 -0.10495
O -4.93728 -1.40416 -3.23180
H -0.83984 0.84964 -5.77242
H -4.17093 -0.98963 -0.31335
O -1.75361 -6.18589 -0.36397
N -0.08929 1.34655 -3.90746
H -4.52542 -2.49917 -1.14037
O -1.52212 3.95176 -0.30506
H -4.67109 3.66952 -0.10800
H -0.78387 2.60871 -5.41729
O -2.91961 0.43440 1.58042
C -3.45925 0.74279 3.82772
H 2.16578 3.12850 3.04863
H -2.91230 -2.02471 -1.16154
C 0.15962 -4.85310 2.19224
O -3.72949 0.23067 -2.56451
H -2.06141 1.41289 -4.75591
C 3.68510 -1.40080 2.63409
O 0.16984 2.46837 1.47288
N -1.57530 -5.40850 -1.28028
O -2.48097 -5.06262 -2.01737
H 0.87590 3.44819 -0.56717
O 2.07904 -4.23771 3.27259
N 4.73248 -1.36210 -3.79595
C 5.15931 -2.73077 -3.38242
C -3.91345 -1.59824 -1.17303
H -2.71838 0.02179 4.16280
H 2.60051 -1.38684 2.67273
H -3.04925 1.74224 3.93759
N -3.79104 0.38737 2.42429
O 5.26638 0.02137 3.50484
O -1.28444 6.08962 0.32711
O 4.76345 -0.48606 -2.94639
H 0.36265 -4.84887 -0.67737
O -3.31187 5.13256 0.33908
O 2.33675 -2.70355 -1.31649
H 5.59886 -2.75213 -2.39661
N 4.09331 -0.29090 3.50594
C 0.55536 -0.02762 -0.39171
O 3.33239 4.61935 0.67703
H -4.42505 0.73134 4.32094
H -0.38134 0.33754 -0.81828
H 2.55920 2.89425 -0.79713
C -1.99180 5.17006 0.10923
N 0.87828 -4.07299 3.20547
O 1.02072 -2.08450 0.44574
N -4.17024 -0.89650 -2.45642
O 4.62813 -1.15054 -4.99425
O 0.26325 -3.23311 3.81815
H 4.00729 -2.36103 3.03586
H 0.55945 -0.42921 1.70798
*
```

* total energy: -84050.4920 eV
* SMILES: O=C1OC[C@@H](F)O1.O=C1OC[C@@H](F)O1.C[N+](=O)[O-].C[N+](=O)[O-].C[N+](=O)[O-].C[N+](=O)[O-].C[N+](=O)[O-].C[N+](=O)[O-].C[N+](=O)[O-].C[N+](=O)[O-].C[N+](=O)[O-]
* frontier orbital gap: 10.5 eV
* relative energy (zero: lowest compared OMol25 entry of this formula, charge and spin): 23.90 kcal/mol
* maximum force: 3.05 eV/Å

Quick look at the Löwdin charges, all values in e: O 0.08; C -0.30; H 0.11; C -0.57; O 0.06; H 0.10; O 0.06; H 0.09; H 0.10; H 0.13; N -0.40; C 0.05; N -0.43; C 0.04; H 0.11; H 0.11; H 0.11; F 0.08; H 0.10; C -0.06; C 0.08; H 0.11; O 0.08; O 0.06; O 0.08; H 0.06; H 0.09; H 0.10; C -0.27; F 0.08; O 0.07; C 0.06; H 0.11; O 0.09; H 0.11; H 0.08; O 0.07; N -0.43; H 0.10; O 0.04; H 0.17; H 0.10; O 0.02; C 0.05; H 0.10; H 0.09; C 0.03; O 0.04; H 0.09; C 0.04; O 0.04; N -0.43; O 0.06; H 0.06; O 0.07; N -0.44; C 0.04; C 0.05; H 0.11; H 0.07; H 0.08; N -0.42; O 0.07; O 0.19; O 0.06; H 0.07; O 0.15; O 0.15; H 0.09; N -0.45; C -0.08; O 0.04; H 0.10; H 0.13; H 0.10; C -0.55; N -0.44; O 0.11; N -0.44; O 0.05; O 0.08; H 0.10; H 0.16

(2)
Density functional theory data (ωB97M-V/def2-TZVPD) for a cluster of 4 separate species, C7H15Cl6NO2 in total in a non-equilibrium geometry.

ORCA input file:
```
! RIJCOSX wB97M-V def2-TZVPD def2/J DEFGRID3
* xyz 0 1
H 15.85163 25.44575 -22.13953
H 9.63243 27.37723 -19.58179
H 13.99166 23.72660 -23.34473
C 14.14522 22.77146 -22.84249
H 9.24175 25.72303 -19.47887
H 8.63830 21.53522 -17.15737
C 8.40718 22.19732 -16.32292
N 14.41062 26.46937 -23.25477
Cl 9.69111 21.91551 -15.19833
C 15.77866 26.36153 -22.72614
H 8.27416 24.26293 -15.91923
H 15.91114 27.23106 -22.08237
H 12.67365 21.70694 -24.10080
Cl 7.93445 26.76167 -21.10557
Cl 7.23125 23.81899 -18.03411
C 8.43955 23.62103 -16.78451
C 12.87919 21.92445 -23.05269
O 13.52332 26.59581 -22.45151
Cl 13.04056 20.26300 -22.29724
O 14.21753 26.19922 -24.40240
Cl 14.33639 23.13001 -21.09944
H 10.84578 26.88669 -21.87561
H 7.42296 21.92854 -15.93929
H 15.08017 22.28451 -23.11976
C 10.59159 26.09101 -21.17533
H 9.35568 23.95769 -17.26976
H 11.56579 26.00519 -20.69399
Cl 10.09603 24.52223 -21.96655
H 16.50455 26.38632 -23.53889
C 9.43683 26.50792 -20.20961
H 12.05994 22.50733 -22.63178
*
```

* total energy: -88219.3012 eV
* SMILES: C[N+](=O)[O-].ClCCCl.ClCCCl.ClCCCl
* frontier orbital gap: 10.5 eV
* relative energy (zero: lowest compared OMol25 entry of this formula, charge and spin): 11.18 kcal/mol
* maximum force: 1.86 eV/Å

Quick look at the Löwdin charges, all values in e: H 0.07; H 0.07; H 0.05; C -0.63; H 0.03; H 0.07; C -0.74; N -0.47; Cl 0.60; C 0.04; H 0.08; H 0.10; H 0.07; Cl 0.54; Cl 0.59; C -0.71; C -0.61; O 0.05; Cl 0.49; O 0.08; Cl 0.54; H 0.06; H 0.08; H 0.07; C -0.60; H 0.06; H 0.06; Cl 0.52; H 0.10; C -0.67; H 0.02

(3)
Density functional theory data (ωB97M-V/def2-TZVPD) for a structure of composition C10H27Cl2IrO2P2S in a non-equilibrium geometry.

ORCA input file:
```
! RIJCOSX wB97M-V def2-TZVPD def2/J DEFGRID3
* xyz 2 5
H 2.07029 3.51021 0.82302
H 2.41886 0.36217 3.37476
H 1.98781 -0.07785 5.05405
P -1.51289 -1.55115 -0.12148
H -3.46415 -1.32737 1.28767
C 0.18876 -0.45958 -5.23667
O 0.96098 0.54060 -3.14325
H 1.47733 2.42094 -1.91452
H -1.55584 -3.94804 0.05984
P 0.18852 2.10423 0.14771
H -0.74056 4.33420 0.49707
H -3.63781 -0.44312 -0.26053
C 1.71389 2.52395 1.12229
H -1.19967 3.20497 1.82445
H 0.79564 0.76511 4.01362
C -0.99521 -3.16528 0.58014
H -1.93725 -2.97608 -2.01265
H -0.09358 3.24854 -2.05419
C -1.06292 3.31058 0.75134
H 3.08005 -2.52580 3.95107
H 1.19139 -0.89684 -5.19635
H 0.07796 -3.28101 0.40193
H 1.18732 3.95946 -1.03078
C 1.61420 0.05039 4.03761
O 1.52118 -0.63148 0.40234
C -3.28865 -1.36931 0.20816
H -0.48011 -1.96948 -2.27404
H -1.20157 -3.18577 1.65269
H 1.49555 2.49680 2.19550
C 0.72205 3.01658 -1.35741
H 2.36835 -3.10188 2.37845
H 0.11950 0.19707 -6.08589
H -2.01186 3.09405 0.23481
S 0.97533 -1.56531 3.51345
C 2.60106 -2.20966 3.02026
H -2.10418 -1.24458 -2.46980
C 0.07850 0.41157 -3.99971
H 3.13075 -1.46523 2.45039
C -1.50170 -1.96716 -1.89145
H 2.44663 1.75130 0.86120
Cl -1.43574 1.13419 -3.75723
Cl -1.68300 0.51191 2.48742
Ir -0.08000 -0.14865 0.97117
H -3.82282 -2.22823 -0.23354
H -0.60241 -1.21000 -5.26289
*
```

* total energy: -72182.3499 eV
* frontier orbital gap (spin up / spin down): 6.9 / 5.1 eV
* maximum force: 3.90 eV/Å

Quick look at the Löwdin charges, all values in e: H 0.06; H 0.05; H 0.08; P 0.65; H 0.03; C -0.05; O -0.04; H 0.05; H 0.07; P 0.74; H 0.07; H 0.06; C -0.25; H 0.01; H 0.02; C -0.25; H 0.08; H 0.04; C -0.26; H 0.08; H 0.10; H 0.05; H 0.07; C -0.32; O -0.49; C -0.24; H 0.06; H 0.04; H 0.04; C -0.24; H 0.08; H 0.09; H 0.06; S 1.01; C -0.29; H 0.03; C -0.87; H 0.05; C -0.23; H 0.04; Cl 0.77; Cl 0.06; Ir 0.71; H 0.08; H 0.09

(4)
Density functional theory data (ωB97M-V/def2-TZVPD) for an isolated molecule of C8H14N2O6 in a non-equilibrium geometry.

ORCA input file:
```
! RIJCOSX wB97M-V def2-TZVPD def2/J DEFGRID3
* xyz 0 1
H -1.70093 -3.01059 -2.58964
O 0.38871 -2.31348 0.13706
H -0.14986 3.12287 0.72540
C 2.30240 1.88575 -0.25776
C -1.98646 -1.85140 -0.76362
C 0.13620 -1.13760 -0.06090
N 0.99915 -0.20282 0.42551
C 0.11957 2.15408 1.18378
H 1.26239 2.76666 4.07876
O 0.50071 3.01502 3.49408
N -0.72728 -0.22132 -2.12757
H 3.83457 1.67785 -0.91071
O 3.29463 1.01320 -0.46881
C 0.93603 2.28720 2.41489
H 1.59943 -0.57865 1.19232
O -2.03240 -2.29466 0.61297
H -1.34608 0.47408 -2.44893
O 1.92923 1.60891 2.63203
H 0.26078 -0.19215 -2.48534
H -2.65646 -3.97143 -1.55456
H 0.33052 1.38875 -0.75184
H -0.87093 1.68005 1.52499
H -1.46378 0.18959 -0.20485
H -2.99275 -1.51712 -0.82973
C -1.87399 -3.13879 -1.53225
H -0.97498 -3.54417 -1.12605
C 0.95628 1.22903 0.21481
C -1.07551 -0.65181 -0.82223
H -1.35216 -2.95720 0.70682
O 2.35295 3.09016 -0.40864
*
```

* total energy: -23787.5261 eV
* SMILES: C[C@@H](O)[C@H](N)C(=O)N[C@@H](CC(=O)O)C(=O)O
* frontier orbital gap: 9.7 eV
* relative energy (zero: lowest compared OMol25 entry of this formula, charge and spin): 58.95 kcal/mol
* maximum force: 3.96 eV/Å

Quick look at the Löwdin charges, all values in e: H 0.07; O 0.06; H 0.14; C -0.48; C -0.37; C -0.42; N 0.13; C -0.02; H 0.14; O 0.09; N 0.07; H 0.13; O 0.15; C -0.49; H 0.18; O -0.06; H 0.07; O 0.09; H 0.13; H 0.12; H 0.16; H 0.16; H 0.15; H 0.13; C -0.04; H 0.06; C -0.22; C -0.29; H 0.06; O 0.11